[1]
Molecular formula: C26H40CrOS5Se2
Method: DFT, the ωB97M-V functional and the def2-TZVPD basis

Geometry (Å):
Cr1 0.171 0.108 0.087
C1 -2.861 0.129 -1.507
C2 -2.510 -1.326 -1.704
S1 -0.721 -1.573 -1.580
C3 -0.766 -3.339 -1.165
C4 0.631 -3.848 -0.859
S2 1.571 -2.749 0.206
C5 1.070 -3.197 1.881
C6 -0.346 -2.802 2.262
S3 -0.619 -1.015 2.126
C7 -2.424 -1.025 1.936
C8 -2.919 0.307 1.410
S4 -2.069 0.906 -0.077
H1 -3.935 0.269 -1.391
H2 -2.541 0.738 -2.349
H3 -2.819 -1.650 -2.697
H4 -2.991 -1.967 -0.969
H5 -1.176 -3.826 -2.052
H6 -1.461 -3.484 -0.342
H7 1.225 -3.916 -1.772
H8 0.585 -4.846 -0.424
H9 1.809 -2.712 2.523
H10 1.185 -4.272 2.002
H11 -0.555 -3.056 3.301
H12 -1.083 -3.297 1.635
H13 -2.857 -1.212 2.917
H14 -2.688 -1.850 1.280
H15 -2.764 1.100 2.142
H16 -3.985 0.276 1.187
C9 -0.970 3.525 1.409
Se1 0.551 2.327 1.314
C10 1.562 3.202 -0.105
C11 0.847 3.165 -1.435
Se2 0.552 1.354 -2.092
C12 2.336 0.855 -2.665
H17 -0.588 4.488 1.731
H18 -1.643 3.138 2.170
H19 -1.485 3.607 0.455
H20 2.505 2.668 -0.127
H21 1.748 4.224 0.218
H22 1.397 3.703 -2.203
H23 -0.148 3.598 -1.386
H24 2.679 1.601 -3.372
H25 2.239 -0.104 -3.167
H26 2.994 0.774 -1.807
O1 2.126 0.174 0.421
S5 3.122 -0.521 1.431
C13 4.567 -0.930 0.434
C14 5.578 -1.554 1.369
C15 5.314 -2.783 1.970
C16 6.226 -3.333 2.860
C17 7.407 -2.662 3.145
C18 7.683 -1.447 2.535
C19 6.765 -0.888 1.654
C20 3.795 0.753 2.541
C21 3.714 0.309 3.986
C22 4.867 0.249 4.751
C23 4.798 -0.137 6.087
C24 3.581 -0.470 6.654
C25 2.421 -0.415 5.891
C26 2.490 -0.027 4.562
H27 4.925 -0.004 -0.020
H28 4.197 -1.613 -0.335
H29 4.403 -3.323 1.721
H30 6.026 -4.294 3.318
H31 8.123 -3.095 3.835
H32 8.619 -0.937 2.736
H33 6.994 0.055 1.160
H34 3.188 1.634 2.344
H35 4.822 0.940 2.227
H36 5.826 0.505 4.309
H37 5.702 -0.176 6.683
H38 3.530 -0.768 7.695
H39 1.467 -0.667 6.340
H40 1.577 0.030 3.971

Values from the calculation:
2S+1 = 2
total charge = +3
ΔE to the lowest compared entry with this formula, charge and spin = 0.0 kcal/mol
Kohn-Sham gap (alpha / beta) = 5.5 / 6.2 eV
HOMO (alpha / beta) = -15.94 / -15.94 eV
LUMO (alpha / beta) = -10.45 / -9.77 eV

[2]
Molecular formula: C26H40N4O4S
Method: DFT, the ωB97M-V functional and the def2-TZVPD basis

Geometry (Å):
C1 4.231 0.230 -5.722
C2 2.927 -0.457 -5.325
N1 2.352 0.144 -4.137
C3 2.961 -0.294 -2.895
C4 2.904 0.809 -1.842
C5 0.900 0.127 -4.116
C6 0.347 1.425 -4.713
C7 -1.177 1.485 -4.647
N2 -1.641 1.348 -3.288
C8 -2.561 0.444 -2.925
O1 -3.190 -0.251 -3.709
C9 -2.802 0.347 -1.449
C10 -3.881 -0.387 -1.068
N3 -4.260 -0.619 0.203
C11 -5.426 -1.453 0.435
C12 -5.033 -2.908 0.678
C13 -3.498 -0.119 1.235
C14 -3.810 -0.364 2.583
C15 -3.030 0.158 3.589
C16 -1.929 0.945 3.283
S1 -0.883 1.545 4.614
O2 -0.247 2.752 4.184
O3 -1.664 1.558 5.816
N4 0.288 0.384 4.794
C17 -0.120 -0.825 5.459
C18 1.317 0.338 3.772
C19 1.121 -0.767 2.730
C20 2.165 -0.609 1.628
C21 3.572 -0.693 2.213
C22 3.768 0.363 3.297
C23 2.713 0.216 4.390
C24 -1.604 1.203 1.976
C25 -2.368 0.670 0.934
C26 -1.944 0.946 -0.450
O4 -0.937 1.611 -0.690
H1 4.058 1.295 -5.846
H2 4.996 0.093 -4.963
H3 4.599 -0.182 -6.659
H4 2.213 -0.336 -6.143
H5 3.102 -1.540 -5.193
H6 4.008 -0.529 -3.095
H7 2.484 -1.211 -2.504
H8 3.343 1.717 -2.245
H9 1.880 1.024 -1.547
H10 3.463 0.509 -0.959
H11 0.561 0.048 -3.081
H12 0.491 -0.737 -4.661
H13 0.663 1.517 -5.752
H14 0.773 2.262 -4.157
H15 -1.526 2.439 -5.060
H16 -1.628 0.672 -5.222
H17 -1.121 1.818 -2.552
H18 -4.489 -0.825 -1.850
H19 -6.060 -1.391 -0.451
H20 -5.994 -1.056 1.279
H21 -5.923 -3.509 0.838
H22 -4.500 -3.299 -0.185
H23 -4.389 -2.998 1.550
H24 -4.662 -0.966 2.851
H25 -3.265 -0.017 4.627
H26 -0.621 -1.530 4.784
H27 0.746 -1.310 5.907
H28 -0.811 -0.531 6.246
H29 1.252 1.313 3.281
H30 0.116 -0.713 2.304
H31 1.240 -1.744 3.205
H32 2.028 -1.387 0.873
H33 2.026 0.357 1.141
H34 4.311 -0.555 1.422
H35 3.726 -1.687 2.642
H36 3.688 1.357 2.853
H37 4.765 0.267 3.732
H38 2.820 -0.757 4.874
H39 2.836 0.991 5.147
H40 -0.759 1.828 1.729

Values from the calculation:
total charge = 0
ΔE to the lowest compared entry with this formula, charge and spin = 0.0 kcal/mol
Kohn-Sham gap = 8.0 eV
HOMO = -8.16 eV
LUMO = -0.19 eV
SMILES = CCN(CC)CCCNC(=O)c1cn(CC)c2ccc(S(=O)(=O)N(C)C3CCCCC3)cc2c1=O

[3]
Molecular formula: C26H40N8OS2SiTi
Method: DFT, the ωB97M-V functional and the def2-TZVPD basis

Geometry (Å):
Ti1 -0.284 -0.073 0.595
C1 0.496 1.944 3.658
C2 0.863 0.490 3.658
C3 1.401 -0.131 4.772
C4 1.658 -1.499 4.717
C5 1.369 -2.208 3.576
C6 0.822 -1.534 2.462
N1 0.628 -0.171 2.520
N2 0.448 -2.043 1.277
Si1 0.054 -3.696 1.009
C7 -1.320 -4.246 2.164
C8 -0.507 -3.885 -0.763
C9 1.549 -4.850 1.253
H1 0.492 2.351 4.667
H2 -0.496 2.072 3.221
H3 1.190 2.531 3.053
H4 1.579 0.443 5.670
H5 2.071 -2.009 5.579
H6 1.519 -3.278 3.538
H7 -2.187 -3.595 2.045
H8 -1.010 -4.194 3.209
H9 -1.630 -5.272 1.957
H10 -1.456 -3.383 -0.951
H11 -0.616 -4.940 -1.018
H12 0.215 -3.436 -1.449
H13 2.381 -4.348 1.748
H14 1.912 -5.229 0.296
H15 1.296 -5.719 1.863
O1 -2.191 0.004 1.158
C10 -3.082 0.889 0.850
C11 -4.444 0.512 0.760
C12 -5.429 1.422 0.471
C13 -5.126 2.767 0.238
C14 -3.806 3.156 0.294
C15 -2.771 2.254 0.589
C16 -1.389 2.767 0.542
N3 -0.260 2.100 0.340
C17 0.755 3.029 0.307
C18 0.243 4.274 0.488
N4 -1.114 4.098 0.646
H16 -4.674 -0.530 0.931
H17 -6.458 1.089 0.411
H18 -5.903 3.481 0.004
H19 -3.580 4.193 0.067
H20 1.775 2.723 0.144
H21 0.710 5.240 0.531
H22 -1.792 4.812 0.833
C19 1.733 1.643 -4.797
C20 0.617 0.638 -5.028
N5 0.017 0.174 -3.792
C21 -1.204 0.389 -3.307
S1 -1.762 -0.436 -1.948
N6 -2.051 1.265 -3.957
C22 -1.678 2.664 -4.193
C23 -1.576 3.466 -2.909
H23 2.146 1.966 -5.753
H24 2.538 1.202 -4.211
H25 1.387 2.521 -4.254
H26 1.017 -0.244 -5.538
H27 -0.174 1.027 -5.669
H28 0.613 -0.360 -3.170
H29 -2.947 1.203 -3.490
H30 -2.436 3.078 -4.861
H31 -0.737 2.706 -4.737
H32 -2.521 3.456 -2.363
H33 -1.317 4.504 -3.126
H34 -0.810 3.054 -2.251
S2 1.866 -0.133 -1.087
C24 3.008 -1.059 -0.250
N7 3.634 -2.146 -0.738
C25 4.463 -2.793 0.273
C26 4.238 -1.909 1.521
N8 3.451 -0.797 0.995
H35 3.217 -2.628 -1.514
H36 5.510 -2.788 -0.032
H37 4.143 -3.824 0.425
H38 5.184 -1.553 1.930
H39 3.680 -2.416 2.312
H40 2.854 -0.241 1.590

Values from the calculation:
2S+1 = 3
total charge = 0
ΔE to the lowest compared entry with this formula, charge and spin = 0.6 kcal/mol
Kohn-Sham gap (alpha / beta) = 5.3 / 7.6 eV
HOMO (alpha / beta) = -4.86 / -7.12 eV
LUMO (alpha / beta) = 0.46 / 0.45 eV

Molar mass values (in g/mol) by entry order: 738.86, 504.70, 620.75.